(1)
DFT (ωB97M-V/def2-TZVPD) results for 2 unconnected molecules or ions with the total composition C4H12 in a non-equilibrium geometry.

Results
E_HOMO, Eh: -0.4211
Lowest unoccupied orbital energy, eV: 1.03
Gap between HOMO and LUMO, Eh: 0.4591
ΔE to the lowest compared entry with this formula, charge and spin, kJ/mol: 58.7
SMILES string: CC.CC

Element x y z (Å)
C 1.22 -2.20 1.66
C 1.37 -0.84 2.35
H 0.74 -2.81 2.42
H 0.74 -2.26 0.68
H 2.19 -2.58 1.32
H 2.40 -0.76 2.66
H 1.20 0.03 1.69
H 0.58 -0.61 3.05
C -1.29 0.77 -2.02
C -1.30 2.29 -1.94
H -1.69 0.33 -1.10
H -1.86 0.35 -2.85
H -0.34 0.24 -2.11
H -0.86 2.66 -2.86
H -0.78 2.68 -1.06
H -2.30 2.71 -1.88

=====

(2)
DFT (ωB97M-V/def2-TZVPD) results for a single C7H17OPS molecule in a non-equilibrium geometry.

Results
E_HOMO, Eh: -0.2791
Lowest unoccupied orbital energy, eV: 0.51
Gap between HOMO and LUMO, Eh: 0.2978
ΔE to the lowest compared entry with this formula, charge and spin, kJ/mol: 408.7
SMILES string: CCP(C=S(C)(C)=O)CC

Element x y z (Å)
C -2.39 -2.67 -0.40
C -2.17 -1.26 -0.83
P -1.19 -0.34 0.44
C 0.57 -0.24 -0.77
S 1.90 0.53 0.01
C 3.37 -0.30 -0.84
C 2.16 0.35 1.84
O 2.03 1.98 -0.27
C -2.01 1.35 0.10
C -1.02 2.44 0.23
H -3.23 -2.80 0.30
H -2.30 -3.55 -1.11
H -1.62 -2.96 0.41
H -3.15 -0.73 -1.02
H -1.44 -1.26 -1.74
H 0.77 -1.25 -1.01
H 3.40 -1.23 -0.20
H 3.12 -0.61 -1.90
H 4.21 0.29 -0.80
H 3.16 0.76 2.03
H 1.41 1.04 2.12
H 2.02 -0.56 2.23
H -2.46 1.56 -0.87
H -2.77 1.44 0.83
H -0.14 2.35 -0.30
H -1.55 3.41 0.23
H -0.66 2.27 1.28

=====

(3)
DFT (ωB97M-V/def2-TZVPD) results for a molecular structure, C2H10BOSSn in a non-equilibrium geometry.

Results
E_HOMO, Eh: -0.4997
Lowest unoccupied orbital energy, eV: -7.16
Gap between HOMO and LUMO, Eh: 0.2365
ΔE to the lowest compared entry with this formula, charge and spin, kJ/mol: 0.0
Total charge: +1

Element x y z (Å)
Sn -1.29 -1.15 -0.68
B -4.42 -1.42 -0.77
H -5.07 -2.36 -0.57
H -3.71 -1.72 -1.69
H -5.08 -0.52 -1.07
H -3.76 -1.15 0.20
C 1.55 2.02 0.42
S 1.96 0.49 1.35
O 0.84 -0.48 1.03
C 3.42 -0.02 0.38
H 0.82 2.63 0.95
H 1.00 1.59 -0.43
H 2.45 2.55 0.15
H 4.26 0.65 0.61
H 3.32 -0.13 -0.70
H 3.71 -0.97 0.83

=====

(4)
DFT (ωB97M-V/def2-TZVPD) results for a molecular structure, C10H14BN7O2Zn in a non-equilibrium geometry.

Results
E_HOMO (alpha / beta), Eh: -0.5808 / -0.5787
Lowest unoccupied orbital energy (alpha / beta), eV: -11.05 / -11.50
Gap between HOMO and LUMO (alpha / beta), Eh: 0.1746 / 0.1561
Total charge: +2

Element x y z (Å)
C 3.24 0.24 0.76
N 1.96 0.30 0.38
N 1.91 0.06 -0.97
C 3.18 -0.14 -1.43
C 4.06 -0.04 -0.35
B 0.58 0.11 -1.83
N -0.48 -1.04 -1.55
N -1.20 -1.14 -0.38
C -2.04 -2.18 -0.51
C -1.90 -2.76 -1.78
C -0.90 -2.00 -2.41
Zn -0.02 -0.07 0.98
N -0.11 1.46 -1.52
N -0.51 1.66 -0.24
C -1.08 2.87 -0.18
C -1.05 3.48 -1.45
C -0.42 2.54 -2.28
H -1.48 3.24 0.77
H -0.18 2.57 -3.34
H -1.43 4.46 -1.73
H 0.89 0.04 -2.99
H -0.47 -2.07 -3.41
H 3.36 -0.32 -2.48
H -2.45 -3.60 -2.20
H 5.15 -0.13 -0.37
H -2.70 -2.45 0.32
H 3.51 0.39 1.81
H -1.78 -0.75 2.75
C -1.99 -1.52 3.51
H -2.84 -2.13 3.18
H -1.10 -2.16 3.63
H -2.23 -1.04 4.47
O 0.34 0.95 4.65
N 0.53 0.46 3.58
O -0.31 0.69 2.60

=====

(5)
DFT (ωB97M-V/def2-TZVPD) results for a single C3H7FN4 molecule in a non-equilibrium geometry.

Results
E_HOMO, Eh: -0.2950
Lowest unoccupied orbital energy, eV: 0.80
Gap between HOMO and LUMO, Eh: 0.3242
ΔE to the lowest compared entry with this formula, charge and spin, kJ/mol: 147.1
SMILES string: [H]/N=C(/N)C(F)=C(N)N

Element x y z (Å)
H 1.05 1.42 -1.34
N 1.72 1.22 -0.59
C 1.47 0.05 -0.15
N 2.48 -0.62 0.52
C 0.16 -0.58 -0.27
F 0.13 -1.89 -0.43
C -1.11 -0.02 -0.05
N -2.25 -0.79 -0.12
N -1.46 1.31 0.36
H 3.32 -0.02 0.58
H 2.30 -1.47 0.91
H -1.92 -1.73 0.12
H -2.90 -0.49 0.63
H -0.65 2.08 0.03
H -2.34 1.52 -0.19

=====

(6)
DFT (ωB97M-V/def2-TZVPD) results for a molecular structure, C30H26BrEuFN5O6S in a non-equilibrium geometry.

Results
E_HOMO (alpha / beta), Eh: 0.0050 / -0.0966
Multiplicity: 7
Lowest unoccupied orbital energy (alpha / beta), eV: 3.79 / 2.65
Gap between HOMO and LUMO (alpha / beta), Eh: 0.1341 / 0.1941
ΔE to the lowest compared entry with this formula, charge and spin, kJ/mol: 0.0
Total charge: -2

Element x y z (Å)
Eu 0.87 -0.72 1.03
N -1.54 -1.84 0.45
C -2.69 -0.90 0.57
C -2.36 0.30 1.52
O -3.28 1.01 1.88
N -1.11 0.48 1.84
C -0.86 1.47 2.86
C 0.60 1.67 3.19
O 0.94 2.58 4.02
O 1.46 0.88 2.58
H -1.35 -2.00 -0.53
H -1.77 -2.78 0.84
H -3.58 -1.39 1.02
H -2.97 -0.47 -0.40
H -1.36 1.22 3.82
H -1.30 2.44 2.60
Br -3.44 -3.10 5.84
C -1.72 -2.98 5.08
C -0.94 -1.78 5.14
C 0.20 -1.71 4.38
C 0.69 -2.81 3.66
C -0.03 -4.08 3.83
C -1.22 -4.12 4.48
N 1.58 -2.65 2.68
C 2.45 -3.76 2.45
C 2.65 -3.97 1.02
C 3.48 -5.08 0.69
C 3.51 -5.46 -0.66
C 2.82 -4.66 -1.56
C 2.06 -3.59 -1.14
N 1.96 -3.24 0.16
H -1.23 -0.96 5.84
H 0.76 -0.77 4.33
H 0.50 -4.95 3.47
H -1.80 -5.03 4.58
H 1.97 -4.68 2.86
H 4.04 -5.65 1.46
H 4.11 -6.33 -1.00
H 2.74 -4.82 -2.64
H 1.48 -2.99 -1.84
C 1.63 5.37 -3.09
C 0.40 4.63 -3.62
C -0.91 5.42 -3.30
C -2.15 4.67 -3.73
C -2.09 3.26 -3.26
C -3.31 2.55 -3.14
C -3.29 1.20 -2.81
F -4.47 0.55 -2.51
C -2.09 0.53 -2.65
C -0.89 1.27 -2.51
C 0.26 0.69 -1.87
O 0.11 -0.47 -1.36
C 1.48 1.45 -1.99
C 1.51 2.63 -2.71
N 0.32 3.26 -3.06
C -0.88 2.62 -2.92
C 2.73 1.06 -1.24
O 3.82 1.56 -1.54
O 2.53 0.20 -0.25
H 1.67 6.39 -3.62
H 2.57 4.83 -3.26
H 1.51 5.58 -1.99
H 0.40 4.50 -4.70
H -0.76 6.39 -3.79
H -0.89 5.61 -2.19
H -2.39 4.71 -4.83
H -3.07 5.09 -3.31
H -4.27 3.06 -3.29
H -2.06 -0.57 -2.51
H 2.46 3.08 -2.91
S 3.83 -3.85 3.58

=====

(7)
DFT (ωB97M-V/def2-TZVPD) results for a molecular structure, CBr3IS in a non-equilibrium geometry.

Results
E_HOMO, Eh: -0.3515
Lowest unoccupied orbital energy, eV: -1.96
Gap between HOMO and LUMO, Eh: 0.2794
ΔE to the lowest compared entry with this formula, charge and spin, kJ/mol: 14.8

Element x y z (Å)
C -1.31 -0.13 0.08
S -0.82 -1.62 0.01
Br -1.92 0.94 -1.55
Br -1.39 0.95 1.57
Br 2.77 -1.30 0.23
I 2.66 1.16 -0.33

=====

(8)
DFT (ωB97M-V/def2-TZVPD) results for a single C8H20N2 molecule in a non-equilibrium geometry.

Results
E_HOMO, Eh: -0.3042
Lowest unoccupied orbital energy, eV: 0.92
Gap between HOMO and LUMO, Eh: 0.3379
ΔE to the lowest compared entry with this formula, charge and spin, kJ/mol: 114.3
SMILES string: CCCC(N)(N)C(C)(C)C

Element x y z (Å)
C -3.47 0.36 -0.24
C -2.55 -0.54 0.55
C -0.94 0.10 0.64
C -0.03 -0.56 -0.34
N 0.13 -1.96 -0.19
N -0.36 -0.37 -1.69
C 1.51 0.37 0.09
C 1.40 1.86 0.46
C 2.45 0.29 -1.13
C 2.22 -0.34 1.26
H -3.19 0.39 -1.30
H -4.52 0.02 -0.19
H -3.44 1.39 0.14
H -2.57 -1.56 0.16
H -2.89 -0.59 1.59
H -0.66 -0.11 1.68
H -1.10 1.16 0.45
H 0.22 -2.24 0.79
H -0.63 -2.51 -0.57
H 0.21 -0.95 -2.30
H -1.32 -0.23 -1.96
H 0.83 2.42 -0.29
H 0.92 2.00 1.44
H 2.38 2.34 0.57
H 2.07 0.89 -1.97
H 3.44 0.72 -0.92
H 2.61 -0.74 -1.46
H 2.47 -1.38 1.01
H 3.18 0.12 1.51
H 1.61 -0.34 2.17

=====

Number 1: energy -4341.91987 eV. Number 2: energy -29700.89619 eV. Number 3: energy -21614.84896 eV. Number 4: energy -74196.88797 eV. Number 5: energy -11901.13913 eV. Number 6: energy -154193.65837 eV. Number 7: energy -230099.39035 eV. Number 8: energy -11599.67997 eV.